Record 1
The following is a quantum chemistry calculation of a cluster of 6 separate species, C15H31IO9 in total at a distorted geometry, from OMol25.

```
56
Properties=species:S:1:pos:R:3
O -3.07 1.74 2.81
C -2.36 1.16 1.98
O -2.41 -0.26 1.98
C -1.19 -0.75 1.44
O -0.62 -1.81 1.74
C -0.78 0.43 0.45
C 0.15 0.11 -0.79
C 1.71 -0.23 -0.18
C 2.97 0.13 -1.24
O 2.46 -1.33 -0.88
C -1.32 1.69 0.87
C -1.01 3.15 0.27
C -0.32 4.16 1.31
C -0.94 4.16 2.79
I 0.04 2.71 4.14
H 0.27 0.99 -1.51
H -0.17 -0.86 -1.34
H 1.90 -0.03 0.99
H 3.60 0.61 -0.43
H 2.32 0.66 -2.00
H -1.94 3.56 -0.23
H -0.24 2.99 -0.57
H -0.50 5.22 0.89
H 0.81 4.05 1.41
H -0.67 5.19 3.25
H -2.08 4.10 2.83
C -2.90 -3.71 -1.14
O -2.77 -2.46 -0.49
H -3.64 -3.63 -1.93
H -1.94 -4.00 -1.57
H -3.22 -4.47 -0.41
H -2.11 -2.56 0.20
C -5.26 4.35 -0.04
O -4.55 3.13 0.04
H -5.36 4.63 -1.09
H -6.26 4.23 0.40
H -4.71 5.14 0.49
H -4.47 2.90 0.98
C 0.21 -6.45 -3.07
O -0.16 -5.09 -2.99
H -0.68 -7.05 -3.22
H 0.89 -6.60 -3.91
H 0.70 -6.76 -2.14
H 0.65 -4.58 -2.85
C 4.17 4.01 3.63
O 3.62 2.97 2.84
H 3.43 4.80 3.74
H 4.43 3.62 4.62
H 5.06 4.41 3.15
H 4.30 2.28 2.76
C 4.20 -5.39 -2.89
O 2.99 -4.76 -3.27
H 4.00 -6.44 -2.66
H 4.92 -5.33 -3.71
H 4.61 -4.90 -2.00
H 3.20 -3.83 -3.46
```

The SMILES is O=C1OC(=O)C(C[C@@H]2CO2)=C1CCCI.CO.CO.CO.CO.CO. For the frontier orbital gap, the calculation gives 8.54 eV. The spin multiplicity is 1. For the energy relative to the best compared isomer or geometry (same formula, charge and spin), the calculation gives 290.2 kJ/mol. For the LUMO energy, the calculation gives -0.8 eV.

Mulliken atomic charge list, values in e, 8 entries: atom 1 (O): -0.57, atom 2 (C): 0.41, atom 3 (O): -0.26, atom 4 (C): 0.12, atom 5 (O): -0.56, atom 6 (C): 0.31, atom 7 (C): -0.93, atom 8 (C): 0.15



Record 2
The following is a quantum chemistry calculation of an isolated molecule of C12H16F2N2OS at a distorted geometry, from OMol25.

```
34
Properties=species:S:1:pos:R:3
C 1.95 0.73 -5.12
C 0.53 0.94 -4.63
N 0.15 -0.03 -3.62
C -0.42 -1.27 -4.11
C -1.94 -1.30 -3.98
C 0.33 0.26 -2.31
S 1.05 1.67 -1.83
N -0.09 -0.69 -1.41
C -0.10 -0.65 -0.02
C -0.01 -1.87 0.66
C -0.05 -1.92 2.03
C -0.19 -0.75 2.76
O -0.22 -0.92 4.15
C -0.40 0.13 4.96
F 0.56 1.07 4.85
F -1.57 0.79 4.74
C -0.31 0.47 2.11
C -0.26 0.51 0.72
H 2.65 0.86 -4.29
H 2.19 1.46 -5.88
H 2.08 -0.26 -5.53
H 0.44 1.94 -4.18
H -0.18 0.87 -5.45
H -0.15 -1.36 -5.16
H 0.02 -2.13 -3.59
H -2.25 -1.20 -2.94
H -2.34 -2.24 -4.37
H -2.38 -0.48 -4.54
H -0.24 -1.62 -1.78
H 0.10 -2.79 0.09
H 0.02 -2.86 2.56
H -0.40 -0.23 6.00
H -0.43 1.39 2.65
H -0.36 1.46 0.23
```

The SMILES is CCN(CC)C(=S)Nc1ccc(OC(F)F)cc1. For the frontier orbital gap, the calculation gives 8.52 eV. The spin multiplicity is 1. For the LUMO energy, the calculation gives 0.6 eV.

Mulliken atomic charge list, values in e, 8 entries: atom 1 (C): -1.00, atom 2 (C): -0.94, atom 3 (N): 0.15, atom 4 (C): -0.98, atom 5 (C): -0.99, atom 6 (C): 0.43, atom 7 (S): -0.40, atom 8 (N): 0.04



Record 3
The following is a quantum chemistry calculation of an isolated molecule of C17H20N6O2S at a distorted geometry, from OMol25.

```
46
Properties=species:S:1:pos:R:3
C -0.43 -3.69 -1.70
C -0.71 -2.21 -1.93
C -2.12 -1.79 -1.49
C -2.32 -1.76 0.03
N -1.66 -0.64 0.64
C -0.41 -0.66 1.19
S 0.55 -2.10 1.36
C 1.85 -1.47 2.47
C 2.99 -0.82 1.70
O 4.05 -1.38 1.52
N 2.68 0.42 1.24
C 3.51 1.22 0.49
C 4.86 1.00 0.11
C 5.17 2.11 -0.62
C 6.41 2.53 -1.31
O 4.09 2.92 -0.68
N 3.07 2.36 0.01
N -0.08 0.52 1.65
N -1.11 1.34 1.42
C -2.07 0.67 0.82
C -3.35 1.28 0.53
C -4.29 0.82 -0.39
C -5.48 1.52 -0.54
C -5.68 2.66 0.23
N -4.79 3.11 1.09
C -3.67 2.45 1.24
H -1.17 -4.30 -2.20
H -0.44 -3.93 -0.64
H 0.55 -3.94 -2.09
H -0.62 -2.00 -3.00
H 0.03 -1.60 -1.41
H -2.32 -0.79 -1.90
H -2.85 -2.48 -1.92
H -1.91 -2.67 0.48
H -3.39 -1.70 0.27
H 2.23 -2.35 2.99
H 1.38 -0.77 3.16
H 1.73 0.79 1.42
H 5.47 0.15 0.35
H 6.20 2.78 -2.35
H 7.15 1.74 -1.27
H 6.82 3.42 -0.83
H -4.11 -0.04 -1.00
H -6.22 1.19 -1.24
H -6.60 3.23 0.14
H -2.96 2.84 1.96
```

The SMILES is CCCCn1c(SCC(=O)Nc2cc(C)on2)nnc1-c1cccnc1. For the frontier orbital gap, the calculation gives 9.00 eV. The spin multiplicity is 1. For the energy relative to the best compared isomer or geometry (same formula, charge and spin), the calculation gives 137.3 kJ/mol. For the LUMO energy, the calculation gives 0.4 eV.

Mulliken atomic charge list, values in e, 8 entries: atom 1 (C): -1.25, atom 2 (C): -0.45, atom 3 (C): -0.45, atom 4 (C): -1.40, atom 5 (N): 0.33, atom 6 (C): 0.48, atom 7 (S): -0.10, atom 8 (C): -0.91



Record 4
The following is a quantum chemistry calculation of an isolated molecule of C2H5OP at a distorted geometry, from OMol25.

```
9
Properties=species:S:1:pos:R:3
C -1.77 -0.18 0.16
C -0.57 0.44 0.29
O 0.48 -0.24 -0.33
P 1.98 -0.06 0.24
H -2.77 -0.04 0.60
H -1.87 -1.05 -0.59
H -0.28 1.23 0.93
H 2.47 0.94 -0.64
H 2.33 -1.03 -0.67
```

The SMILES is C=COP. For the frontier orbital gap, the calculation gives 10.02 eV. The spin multiplicity is 1. For the energy relative to the best compared isomer or geometry (same formula, charge and spin), the calculation gives 144.5 kJ/mol. For the LUMO energy, the calculation gives 1.0 eV.

Mulliken atomic charge list, values in e, 8 entries: atom 1 (C): -0.69, atom 2 (C): 0.08, atom 3 (O): -0.26, atom 4 (P): -0.02, atom 5 (H): 0.27, atom 6 (H): 0.17, atom 7 (H): 0.36, atom 8 (H): 0.04



Record 5
The following is a quantum chemistry calculation of an isolated molecule of C3H6N2O, from OMol25.

```
12
Properties=species:S:1:pos:R:3
N 1.76 0.23 -0.51
C 0.97 0.64 0.52
O 1.42 1.22 1.49
C -0.51 0.36 0.42
C -1.18 -0.42 -0.65
N -0.92 -1.03 0.65
H 2.76 0.29 -0.37
H 1.41 -0.34 -1.26
H -1.09 1.15 0.89
H -0.64 -0.87 -1.48
H -2.21 -0.15 -0.89
H -1.77 -1.08 1.20
```

The SMILES is NC(=O)[C@H]1CN1. For the frontier orbital gap, the calculation gives 10.55 eV. The spin multiplicity is 1. For the energy relative to the best compared isomer or geometry (same formula, charge and spin), the calculation gives 134.9 kJ/mol. For the LUMO energy, the calculation gives 0.9 eV.

Mulliken atomic charge list, values in e, 8 entries: atom 1 (N): -0.33, atom 2 (C): 0.34, atom 3 (O): -0.59, atom 4 (C): 0.05, atom 5 (C): -0.37, atom 6 (N): -0.52, atom 7 (H): 0.24, atom 8 (H): 0.17



Record 6
The following is a quantum chemistry calculation of an isolated molecule of C6H12S at a distorted geometry, from OMol25.

```
19
Properties=species:S:1:pos:R:3
C 2.36 -0.94 0.86
S 1.35 0.07 -0.01
C 2.28 1.34 -0.65
C -0.21 -0.49 -0.72
C -1.15 -1.40 -0.02
C -1.63 -0.05 -0.33
C -1.96 1.08 0.60
H 3.16 -1.45 0.36
H 1.85 -1.65 1.51
H 0.87 0.82 0.98
H 2.78 0.93 -1.56
H 1.59 2.13 -0.97
H -0.24 -0.60 -1.82
H -1.72 -2.17 -0.53
H -1.12 -1.84 0.90
H -2.27 0.06 -1.30
H -1.89 0.70 1.69
H -2.87 1.53 0.41
H -1.18 1.95 0.60
```

The SMILES is C=[SH](=C)[C@H]1C[C@H]1C. For the frontier orbital gap, the calculation gives 8.12 eV. The spin multiplicity is 1. For the energy relative to the best compared isomer or geometry (same formula, charge and spin), the calculation gives 732.3 kJ/mol. For the LUMO energy, the calculation gives 0.7 eV.

Mulliken atomic charge list, values in e, 8 entries: atom 1 (C): -0.93, atom 2 (S): 0.40, atom 3 (C): -0.83, atom 4 (C): 0.03, atom 5 (C): -1.09, atom 6 (C): 0.43, atom 7 (C): -1.33, atom 8 (H): 0.29



Record 7
The following is a quantum chemistry calculation of a cluster of 3 separate species, C17H41N3O8PS in total at a distorted geometry, from OMol25.

```
71
Properties=species:S:1:pos:R:3
N 0.85 2.40 -4.04
C 1.74 1.81 -4.47
O 2.85 1.27 -4.91
P 3.10 -0.26 -4.46
C 2.53 -0.59 -2.81
C 3.58 -0.16 -1.77
C 3.28 1.23 -1.18
C 4.56 1.91 -0.72
S 5.37 2.67 -2.10
O 5.14 1.84 -3.27
O 6.70 3.04 -1.77
O 4.44 3.94 -2.24
H 2.50 -1.10 -5.39
H 4.48 -0.43 -4.58
H 2.36 -1.68 -2.77
H 1.54 -0.13 -2.65
H 4.57 -0.13 -2.23
H 3.62 -0.89 -0.97
H 2.80 1.86 -1.94
H 2.58 1.12 -0.35
H 4.37 2.68 0.02
H 5.28 1.19 -0.33
H 4.52 4.30 -3.14
C -1.02 -1.66 4.19
O 0.01 -2.45 3.64
C -0.36 -3.79 3.31
C -0.40 -3.99 1.81
N -1.50 -3.24 1.21
C -1.48 -3.16 -0.25
C -0.28 -2.51 -0.92
O -0.16 -1.11 -0.70
C 0.40 -0.74 0.55
H -0.55 -0.77 4.60
H -1.75 -1.35 3.44
H -1.54 -2.18 4.99
H -1.32 -4.04 3.76
H 0.40 -4.45 3.73
H -0.53 -5.05 1.59
H 0.58 -3.69 1.42
H -1.52 -2.31 1.59
H -2.37 -2.60 -0.55
H -1.59 -4.17 -0.65
H -0.42 -2.63 -2.00
H 0.67 -3.01 -0.66
H 1.18 -1.44 0.87
H -0.36 -0.66 1.33
H 0.83 0.25 0.43
C -1.29 2.68 -1.13
O -2.44 1.89 -1.31
C -2.27 0.51 -1.01
C -2.91 0.10 0.30
N -2.18 0.64 1.44
C -2.83 0.47 2.73
C -4.21 1.09 2.95
O -4.22 2.50 3.00
C -4.24 3.16 1.76
H -1.46 3.63 -1.64
H -1.08 2.89 -0.07
H -0.41 2.21 -1.58
H -1.21 0.24 -1.01
H -2.75 -0.05 -1.82
H -2.89 -0.99 0.36
H -3.96 0.42 0.27
H -2.01 1.63 1.29
H -2.17 0.89 3.49
H -2.91 -0.61 2.94
H -4.56 0.75 3.92
H -4.94 0.73 2.21
H -4.83 2.61 1.02
H -3.23 3.33 1.36
H -4.70 4.14 1.92
```

For the frontier orbital gap, the calculation gives 6.38 eV. The spin multiplicity is 1. Its charge is +1. For the LUMO energy, the calculation gives -4.2 eV.

Mulliken atomic charge list, values in e, 8 entries: atom 1 (N): -0.30, atom 2 (C): 0.51, atom 3 (O): -0.27, atom 4 (P): 0.26, atom 5 (C): -0.17, atom 6 (C): -0.90, atom 7 (C): 0.26, atom 8 (C): -1.16



Record 8
The following is a quantum chemistry calculation of an isolated molecule of C3H3N5O at a distorted geometry, from OMol25.

```
12
Properties=species:S:1:pos:R:3
H -1.32 2.29 -1.03
N -0.79 1.48 -1.44
C -0.02 1.00 -0.60
C -0.25 1.33 0.88
N -0.75 0.27 1.50
N -1.27 -0.75 0.76
N -0.58 -1.53 0.09
C 0.72 -1.11 -0.38
O 1.60 -2.13 -0.53
N 0.96 0.06 -0.81
H 0.32 2.05 1.49
H 1.38 -2.97 0.08
```

The SMILES is [H]/N=c1\cnnnc(O)n1. For the frontier orbital gap, the calculation gives 9.21 eV. The spin multiplicity is 1. For the energy relative to the best compared isomer or geometry (same formula, charge and spin), the calculation gives 264.4 kJ/mol. For the LUMO energy, the calculation gives -0.6 eV.

Mulliken atomic charge list, values in e, 8 entries: atom 1 (H): 0.26, atom 2 (N): -0.63, atom 3 (C): 0.65, atom 4 (C): -0.19, atom 5 (N): -0.11, atom 6 (N): -0.21, atom 7 (N): -0.13, atom 8 (C): 0.54



Record 9
The following is a quantum chemistry calculation of a cluster of 2 separate species, C6H12BrCl in total at a distorted geometry, from OMol25.

```
20
Properties=species:S:1:pos:R:3
C -0.94 -1.08 -1.51
C -2.09 0.26 0.03
C 0.70 1.22 1.60
C -0.66 -0.48 -0.05
C 0.37 0.57 0.23
C 2.26 -0.59 -0.35
Cl 2.22 -1.91 0.75
Br 3.67 0.67 -0.09
H -0.95 -0.38 -2.21
H -0.09 -1.71 -1.68
H -1.79 -1.58 -1.36
H -2.28 1.05 -0.68
H -2.97 -0.36 0.05
H -2.09 0.70 0.94
H 0.30 0.54 2.32
H 1.85 1.46 1.53
H 0.08 2.09 1.57
H -0.47 -1.13 0.79
H 0.63 1.41 -0.56
H 2.24 -0.77 -1.34
```

For the frontier orbital gap, the calculation gives 8.96 eV. The spin multiplicity is 1. For the LUMO energy, the calculation gives 0.8 eV.

Mulliken atomic charge list, values in e, 8 entries: atom 1 (C): -1.73, atom 2 (C): -1.65, atom 3 (C): -0.92, atom 4 (C): 0.55, atom 5 (C): -0.35, atom 6 (C): -0.39, atom 7 (Cl): -0.14, atom 8 (Br): -0.17



Record 10
The following is a quantum chemistry calculation of a structure of composition C2H6N4S at a distorted geometry, from OMol25.

```
13
Properties=species:S:1:pos:R:3
C -0.08 -0.05 0.75
C 0.64 -0.73 -0.38
N -1.74 -0.90 0.83
N -0.57 1.23 0.51
N -1.72 1.19 -0.24
N -2.45 -0.12 0.21
S -3.98 -0.18 -0.23
H 0.35 -0.20 1.74
H 0.67 -1.80 -0.22
H 1.66 -0.35 -0.42
H 0.15 -0.53 -1.33
H -0.75 1.79 1.35
H -1.54 1.07 -1.24
```

For the frontier orbital gap, the calculation gives 8.73 eV. The spin multiplicity is 1. For the energy relative to the best compared isomer or geometry (same formula, charge and spin), the calculation gives 398.8 kJ/mol. For the LUMO energy, the calculation gives 0.4 eV.

Mulliken atomic charge list, values in e, 8 entries: atom 1 (C): 0.12, atom 2 (C): -1.10, atom 3 (N): -0.47, atom 4 (N): -0.19, atom 5 (N): -0.40, atom 6 (N): 0.44, atom 7 (S): -0.30, atom 8 (H): 0.36



Record 11
The following is a quantum chemistry calculation of a structure of composition C6H12N2 at a distorted geometry, from OMol25.

```
20
Properties=species:S:1:pos:R:3
C -0.96 1.89 0.05
C -0.12 0.66 0.07
C 1.34 0.88 -0.45
C 1.76 -0.63 -0.33
C 0.58 -1.15 0.35
C -0.60 -0.64 -0.53
H -0.94 2.19 -1.06
H -2.00 1.74 0.38
H -0.47 2.80 0.55
H 1.55 1.37 -1.45
H 1.93 1.48 0.22
H 2.02 -1.12 -1.33
H 2.76 -0.64 0.13
H 0.54 -2.22 0.65
H -0.63 -0.34 1.91
H -0.25 -0.70 -1.54
H -2.54 -0.82 0.35
H -2.40 -1.05 -1.19
N 0.26 -0.15 1.40
N -1.91 -1.12 -0.33
```

For the frontier orbital gap, the calculation gives 9.64 eV. The spin multiplicity is 1. For the energy relative to the best compared isomer or geometry (same formula, charge and spin), the calculation gives 214.4 kJ/mol. For the LUMO energy, the calculation gives 0.9 eV.

Mulliken atomic charge list, values in e, 8 entries: atom 1 (C): -1.37, atom 2 (C): 0.51, atom 3 (C): -0.77, atom 4 (C): -0.86, atom 5 (C): 0.09, atom 6 (C): -0.16, atom 7 (H): 0.31, atom 8 (H): 0.30



Record 12
The following is a quantum chemistry calculation of an isolated molecule of C3H5NO3 at a distorted geometry, from OMol25.

```
12
Properties=species:S:1:pos:R:3
C 0.23 1.78 0.12
C -0.09 0.41 0.32
O 0.93 -0.53 0.62
N 0.09 -1.65 0.53
C -0.67 -1.40 -0.79
O -1.02 -2.29 -1.51
O -0.59 -0.03 -0.93
H 0.74 2.01 0.94
H -0.52 2.50 -0.12
H 1.08 1.72 -0.61
H -0.80 0.17 1.10
H 0.61 -2.69 0.33
```

The SMILES is C[C@@H]1ONC(=O)O1. For the frontier orbital gap, the calculation gives 10.61 eV. The spin multiplicity is 1. For the energy relative to the best compared isomer or geometry (same formula, charge and spin), the calculation gives 387.8 kJ/mol. For the LUMO energy, the calculation gives 0.8 eV.

Mulliken atomic charge list, values in e, 8 entries: atom 1 (C): -1.47, atom 2 (C): 0.62, atom 3 (O): -0.30, atom 4 (N): -0.41, atom 5 (C): 0.52, atom 6 (O): -0.50, atom 7 (O): -0.30, atom 8 (H): 0.46



HOMO energy? In order: -9.32 -7.96 -8.62 -8.98 -9.64 -7.38 -10.54 -9.81 -8.18 -8.29 -8.70 -9.79 eV.